Entry 1:
A single C7H15NO molecule in a non-equilibrium geometry. Source: the OMol25 dataset; level of theory: ωB97M-V/def2-TZVPD.

XYZ file:
```
24
Properties=species:S:1:pos:R:3:forces:R:3:lowdin_charge:R:1
C 2.3010 1.4650 0.2806 0.2226 0.0343 0.4083 -0.012
C 1.4572 0.3332 0.8167 0.8486 -1.5268 0.4334 -0.364
O 2.0015 -0.5969 1.4218 -1.2823 1.5376 -0.9115 0.064
C -0.0690 0.3214 0.5038 -0.4750 0.3419 0.3272 -0.476
C -0.7868 -0.3541 1.6858 0.0909 -0.3171 0.1018 -0.031
N -0.5616 1.7221 0.4617 0.1501 -0.0751 -0.1495 0.063
C -0.3412 -0.3768 -0.8690 0.0662 -0.7571 -0.1202 -0.362
C -1.8367 -0.4925 -1.2087 0.0099 0.2072 0.1397 -0.075
C 0.2861 -1.7745 -0.9861 0.2524 0.0562 -0.0767 -0.066
H 1.9586 2.4215 0.6818 -0.1475 -0.0460 -0.2642 0.080
H 3.3382 1.3242 0.6010 -0.2366 -0.1362 -0.1095 0.086
H 2.2689 1.4699 -0.8109 -0.1286 0.1626 -0.0147 0.085
H -0.5077 -1.4082 1.7834 0.0227 0.2220 -0.0892 0.082
H -1.8771 -0.3068 1.5900 0.1657 0.0819 -0.1573 0.079
H -0.5220 0.1309 2.6340 0.0175 -0.0046 -0.3185 0.094
H -0.3324 2.1462 -0.4373 0.0025 -0.0424 0.2012 0.080
H -1.5799 1.7321 0.5189 0.3374 -0.0810 0.0638 0.072
H 0.1209 0.2338 -1.6578 0.0031 0.1443 0.2021 0.131
H -2.3484 -1.1908 -0.5379 0.0976 0.0845 -0.0555 0.081
H -2.3465 0.4734 -1.1539 -0.0047 -0.0913 0.0089 0.068
H -1.9680 -0.8672 -2.2302 0.1163 0.0547 0.1729 0.081
H 0.0323 -2.2311 -1.9497 -0.0457 0.1292 0.1287 0.079
H -0.0657 -2.4486 -0.1998 0.0541 0.1043 -0.0438 0.082
H 1.3782 -1.7262 -0.9381 -0.1373 -0.0830 0.1225 0.077
```
Positions in Å, forces in eV/Å.

Results
2S+1 = 1
HOMO level = -9.22 eV
SMILES = CC(=O)[C@@](C)(N)C(C)C
E_LUMO = 0.868 eV


Entry 2:
2 unconnected molecules or ions with the total composition C7H15NO in a non-equilibrium geometry. Source: the OMol25 dataset; level of theory: ωB97M-V/def2-TZVPD.

XYZ file:
```
24
Properties=species:S:1:pos:R:3:forces:R:3:lowdin_charge:R:1
C 0.5949 -0.1176 3.2966 0.1434 0.2146 -0.5993 0.071
C 0.5583 0.3055 2.0254 0.0595 -0.4630 1.0280 -0.309
C 1.7601 0.6810 1.2205 0.3875 0.0343 -0.0271 -0.044
C -0.7651 0.4635 1.3573 -0.3998 1.2505 -0.7249 -0.428
C -1.6951 -0.7246 1.3183 0.1503 -0.3100 -0.0796 -0.013
O -1.0431 1.5353 0.8253 0.2297 -1.1949 0.5430 0.066
H -0.3091 -0.3387 3.8561 0.0677 -0.0733 -0.1280 0.072
H 1.5381 -0.2145 3.8251 -0.0808 0.0611 -0.0183 0.067
H 2.6878 0.3675 1.7101 -0.2015 0.0715 0.0333 0.084
H 1.7366 0.1951 0.2404 -0.0148 0.1129 0.0038 0.068
H 1.8027 1.7637 1.0673 -0.0866 -0.1292 -0.0746 0.093
H -2.0638 -0.8615 0.2979 -0.0756 0.2893 0.1142 0.081
H -2.5355 -0.5597 1.9953 -0.0278 -0.0061 -0.0804 0.091
H -1.1726 -1.6429 1.6022 -0.1259 0.1903 0.1165 0.081
C -0.4993 0.8520 -3.1238 -0.1270 0.3215 0.2258 -0.146
N -0.4778 0.0944 -1.8844 -0.1269 0.0659 0.1207 -0.185
C 0.2363 -1.1615 -2.0196 -0.0223 0.0748 0.3748 -0.158
H -0.9424 0.2725 -3.9383 0.0750 -0.0414 0.1291 0.077
H -1.1065 1.7521 -2.9843 0.0591 -0.1252 -0.0506 0.078
H 0.5085 1.1703 -3.4099 0.0929 -0.0065 -0.3163 0.072
H -0.0676 0.6835 -1.1575 -0.2179 -0.3302 -0.3009 0.064
H 1.1980 -1.0443 -2.5281 0.1797 -0.1231 -0.1478 0.071
H 0.4318 -1.5835 -1.0282 -0.0374 0.0077 -0.0886 0.066
H -0.3751 -1.8878 -2.5639 0.0996 0.1084 -0.0530 0.078
```
Positions in Å, forces in eV/Å.

Results
2S+1 = 1
HOMO level = -8.68 eV
SMILES = C=C(C)C(C)=O.CNC
E_LUMO = 0.796 eV


Entry 3:
2 unconnected molecules or ions with the total composition C7H15NO in a non-equilibrium geometry. Source: the OMol25 dataset; level of theory: ωB97M-V/def2-TZVPD.

XYZ file:
```
24
Properties=species:S:1:pos:R:3:forces:R:3:lowdin_charge:R:1
C -0.8826 2.3005 -0.8393 -0.2382 0.1315 0.1550 -0.116
C -0.0504 1.5121 -1.8335 0.3652 -0.7281 0.6533 -0.166
C -0.1447 -0.0422 -1.7288 0.1616 0.7240 -2.6288 -0.540
N -1.4193 -0.5274 -1.6194 -0.0461 -0.3202 0.7579 0.162
O 0.7580 -0.7533 -2.1566 -0.3851 0.3808 1.1581 0.024
H -0.6517 3.3682 -0.9141 -0.0821 -0.1503 0.0169 0.076
H -1.9541 2.1875 -1.0330 0.0461 0.0708 0.0431 0.065
H -0.6926 1.9865 0.1908 0.0295 0.0207 -0.1151 0.058
H -0.3612 1.7561 -2.8543 0.0833 -0.1446 0.0471 0.117
H 1.0061 1.7834 -1.7373 -0.1656 -0.2157 -0.0582 0.111
H -2.1808 0.0172 -1.2438 0.2804 -0.0324 0.0425 0.088
H -1.5094 -1.5348 -1.5863 -0.0243 0.2169 -0.0702 0.108
C 1.5024 0.2937 1.2460 -0.6592 -0.8195 -0.0997 0.027
C 0.7448 -0.8178 1.3514 1.1837 0.7911 0.6679 -0.434
C 1.2407 -2.1581 0.8848 -0.0056 0.1270 -0.3920 -0.078
C -0.5311 -0.8341 2.1433 -0.1911 0.2324 -0.1517 -0.081
H 1.1875 1.2373 1.6788 -0.0521 -0.0418 -0.0379 0.055
H 2.4525 0.2848 0.7204 -0.1060 -0.0560 0.0362 0.066
H 2.1970 -2.0813 0.3581 -0.2151 0.0528 0.0562 0.080
H 1.3742 -2.8398 1.7310 -0.1202 0.0696 -0.0222 0.081
H 0.5148 -2.6034 0.1975 0.0779 -0.1034 0.0439 0.072
H -1.3521 -1.2153 1.5274 -0.0091 -0.0676 0.1037 0.070
H -0.4362 -1.4829 3.0197 -0.0143 -0.0332 -0.1217 0.081
H -0.8118 0.1630 2.4971 0.0866 -0.1045 -0.0843 0.073
```
Positions in Å, forces in eV/Å.

Results
2S+1 = 1
HOMO level = -9.20 eV
SMILES = CCC(N)=O.C=C(C)C
E_LUMO = 0.822 eV


Entry 4:
2 unconnected molecules or ions with the total composition C7H15NO in a non-equilibrium geometry. Source: the OMol25 dataset; level of theory: ωB97M-V/def2-TZVPD.

XYZ file:
```
24
Properties=species:S:1:pos:R:3:forces:R:3:lowdin_charge:R:1
C 1.2223 0.3028 0.1961 0.4679 0.4628 -2.4169 -0.487
C -1.4976 -0.8460 0.0020 -0.4411 -0.8697 0.6997 -0.244
C -1.2990 0.2319 -2.0289 -0.7044 0.2070 -1.0016 -0.086
C 1.2957 0.0647 -1.4611 0.5403 -0.0273 2.3818 -0.112
C 1.4777 -0.7946 1.2021 -0.4303 -0.2439 -0.1994 -0.045
C 0.5691 1.5558 0.7196 -0.2071 -0.0948 -0.0278 -0.045
C -2.2489 -0.8837 1.2856 0.1233 0.0848 -0.0846 -0.077
N 2.3977 0.5018 -0.6390 1.1456 0.0148 0.3721 -0.025
O -1.7955 0.1294 -0.8183 0.1759 0.4588 0.1852 -0.097
H 2.6197 1.4821 -0.7837 -0.1623 -0.0876 -0.0433 0.095
H -1.0743 -1.7548 -0.4129 0.1565 0.1099 -0.1408 0.124
H -1.0699 -0.6631 -2.5915 0.1409 -0.0774 0.1723 0.080
H -1.5517 1.1493 -2.5342 -0.0865 0.0093 0.0188 0.072
H 1.0500 0.7543 -2.2602 -0.6162 -0.0090 0.4634 0.086
H 1.3575 -0.9766 -1.7549 0.0140 -0.0332 -0.1036 0.087
H 0.5691 -1.1207 1.7050 -0.0858 -0.0095 -0.0236 0.052
H 1.9404 -1.6591 0.7272 0.0040 0.0228 -0.0330 0.082
H 2.1638 -0.4367 1.9761 0.0578 0.1395 -0.1607 0.086
H -0.3546 1.3331 1.2529 -0.0357 -0.0410 -0.0183 0.065
H 0.3188 2.2412 -0.0909 0.0660 0.0246 0.0089 0.085
H 1.2314 2.0644 1.4290 0.0617 -0.0305 -0.0747 0.085
H -1.6652 -1.3984 2.0532 -0.0625 0.0201 -0.0429 0.067
H -2.4516 0.1313 1.6327 -0.0324 -0.0249 0.0166 0.078
H -3.2050 -1.4086 1.1940 -0.0894 -0.0056 0.0521 0.073
```
Positions in Å, forces in eV/Å.

Results
2S+1 = 1
HOMO level (spin up / spin down) = -6.99 / -7.07 eV
E_LUMO (spin up / spin down) = 0.909 / 0.965 eV


Entry 5:
2 unconnected molecules or ions with the total composition C7H15NO2 in a non-equilibrium geometry. Source: the OMol25 dataset; level of theory: ωB97M-V/def2-TZVPD.

XYZ file:
```
25
Properties=species:S:1:pos:R:3:forces:R:3:lowdin_charge:R:1
C -3.1015 -0.1647 -0.3975 -0.3466 0.1567 -0.1668 -0.091
O -1.8491 -0.4841 0.1531 0.1567 -0.3211 0.2103 -0.174
C -0.8137 0.4243 -0.1513 0.1750 0.4132 -0.2692 -0.377
C -0.7904 1.5794 0.8408 0.0366 0.1228 0.1462 -0.020
C 0.5018 -0.4064 -0.2039 0.4376 -0.3219 0.7181 -0.474
C 0.7922 -1.0879 1.1447 -0.1638 -0.3673 0.0908 -0.030
C 0.3914 -1.4621 -1.3196 0.0655 -0.1306 -0.0743 -0.023
C 1.6359 0.4922 -0.5503 0.3826 2.7440 -4.2384 -0.148
N 2.2481 1.2366 -1.2461 -2.3523 -2.3691 2.3805 0.164
H -3.4771 0.8073 -0.0363 0.0902 -0.2161 -0.1022 0.088
H -3.0562 -0.1418 -1.5002 -0.0242 0.0154 0.2510 0.096
H -3.8068 -0.9447 -0.0859 0.2261 0.1986 -0.0795 0.095
H -0.9778 0.8285 -1.1661 0.0911 -0.0736 0.1510 0.152
H 0.0303 2.2746 0.6202 -0.1835 -0.1590 0.0271 0.087
H -1.7301 2.1441 0.7830 0.2268 -0.1388 0.0248 0.081
H -0.6779 1.2091 1.8683 -0.0488 0.0779 -0.2563 0.087
H -0.0631 -1.7209 1.4103 0.1625 0.2159 0.0140 0.093
H 1.6719 -1.7403 1.0645 -0.1442 0.2798 -0.0060 0.097
H 0.9626 -0.3602 1.9482 -0.0421 -0.1870 -0.1957 0.083
H 0.1465 -0.9941 -2.2825 0.0921 -0.0887 0.2489 0.097
H 1.3344 -2.0134 -1.4270 -0.2205 0.1667 0.0248 0.097
H -0.4015 -2.1723 -1.0571 0.1697 0.1942 -0.0449 0.093
O 3.9029 0.6532 0.5947 1.9200 1.0434 -2.8253 -0.196
H 3.8275 1.2743 -0.3404 -0.5236 -2.2928 4.7418 0.120
H 3.2998 0.7694 1.3363 -0.1831 1.0373 -0.7706 0.003
```
Positions in Å, forces in eV/Å.

Results
2S+1 = 1
HOMO level = -9.97 eV
SMILES = CO[C@@H](C)C(C)(C)C#N.O
E_LUMO = 0.709 eV


Entry 6:
2 unconnected molecules or ions with the total composition C7H15NO2. Source: the OMol25 dataset; level of theory: ωB97M-V/def2-TZVPD.

XYZ file:
```
25
Properties=species:S:1:pos:R:3:forces:R:3:lowdin_charge:R:1
C 1.5758 1.2738 1.3747 -0.1687 -0.3588 -0.0092 0.071
C 0.9978 0.0797 1.2648 0.3451 0.4963 -0.2249 -0.371
O 0.5727 -0.6289 2.3459 -0.2043 -0.1764 0.1148 0.049
C 0.7224 -0.6738 -0.0251 0.1909 -0.3040 0.0072 -0.556
C 1.3980 -2.0535 0.0666 -0.0706 0.1909 0.1167 -0.030
C 1.2265 0.0634 -1.2647 -0.1179 -0.0096 0.4191 -0.042
N -0.7348 -0.7880 -0.1207 0.2223 -0.3187 -0.0869 0.078
H 1.7142 1.7299 2.3389 0.0581 0.0912 0.2838 0.061
H 1.9179 1.8274 0.5268 0.0533 0.1038 -0.3271 0.052
H 0.6811 -0.0988 3.1451 -0.0211 -0.0432 -0.1049 0.118
H 1.2404 -2.6082 -0.8566 -0.0213 -0.0379 -0.0858 0.082
H 2.4668 -1.9399 0.2324 0.1523 -0.0592 -0.0107 0.089
H 0.9763 -2.6176 0.8966 0.0343 -0.0507 -0.0062 0.081
H 2.3074 0.1624 -1.2403 0.1324 0.0227 -0.0368 0.089
H 0.9506 -0.4978 -2.1542 -0.0251 -0.0862 -0.0999 0.086
H 0.7769 1.0500 -1.3280 -0.0192 0.1308 -0.0495 0.074
H -0.9989 -1.3629 -0.9153 0.0406 -0.0538 0.0807 0.109
H -1.1028 -1.2164 0.7237 -0.0879 0.0070 -0.1024 0.098
C -2.4843 1.2284 -1.3560 -0.2282 -0.1544 0.1108 -0.061
C -2.2145 1.0515 0.1138 -0.0541 0.5440 -0.0633 -0.394
O -2.9852 0.5432 0.8894 -0.3027 -0.0234 0.1373 0.000
H -3.2407 0.5212 -1.6893 -0.0318 -0.0240 -0.0349 0.080
H -1.5779 1.1198 -1.9395 0.1494 0.0123 -0.0759 0.052
H -2.8644 2.2396 -1.4987 -0.0529 0.1218 -0.0419 0.079
H -1.3215 1.5954 0.4696 0.0273 -0.0207 0.0900 0.105
```
Positions in Å, forces in eV/Å.

Results
2S+1 = 1
HOMO level = -8.90 eV
SMILES = C=C(O)C(C)(C)N.CC=O
E_LUMO = 0.744 eV


The energy above the lowest of the compared OMol25 structures with the same formula, charge and spin results, record by record, are as follows: 60.77; 191.90; 80.20; 594.44; 265.56; 174.26 kJ/mol.